Record 1
The following is a DFT calculation (the ωB97M-V functional and the def2-TZVPD basis) of 3 unconnected molecules or ions with the total composition C24H49BrN4O3P in a non-equilibrium geometry.

The geometry in XYZ format:
```
82
Properties=species:S:1:pos:R:3:mulliken_spin:R:1
Br 0.658 0.798 -0.869 0.003
P 0.308 0.145 -7.157 0.000
O -2.795 1.558 1.527 0.577
O 2.787 -4.991 2.164 0.595
O 2.611 1.585 -2.666 0.000
N -1.062 -0.520 -7.536 0.000
N 0.975 -0.825 -5.793 0.000
N 2.774 -3.818 2.748 0.318
N -3.051 2.705 2.109 0.337
C -3.967 3.911 0.094 0.022
C -4.268 3.284 1.462 0.029
C 2.445 -1.500 -4.069 0.000
C 2.762 -2.780 1.674 0.016
C -4.917 4.352 2.371 0.015
C 1.602 -5.095 4.565 -0.003
C 3.725 -3.116 0.524 -0.008
C -5.376 2.233 1.285 -0.004
C 3.320 -1.453 2.225 0.017
C -2.790 4.881 0.136 -0.022
C 0.836 0.510 -3.810 0.000
C 1.368 -2.566 1.066 0.020
C -0.552 2.689 2.408 -0.029
C 1.843 -2.692 4.781 0.017
C -1.561 4.189 0.710 0.023
C -1.830 4.577 3.195 0.009
C 0.254 -2.431 2.096 -0.024
C 1.581 1.074 -2.563 0.000
C 1.668 -2.011 -6.419 0.000
C -1.799 3.520 2.073 0.034
C 1.862 -0.202 -4.765 0.000
C 2.229 -2.710 -5.108 0.000
C 1.645 -3.807 3.728 0.030
C 0.279 -3.618 3.054 0.024
H 2.880 -2.656 5.120 -0.009
H 1.126 -3.407 0.406 0.005
H -5.613 1.749 2.234 0.000
H 1.165 0.081 -8.282 0.000
H 0.394 1.354 -4.377 0.000
H 0.351 -1.485 2.638 0.001
H 0.842 -5.020 5.343 0.000
H -3.746 3.124 -0.636 0.004
H -4.852 4.434 -0.278 0.001
H -5.108 1.462 0.563 0.000
H -0.496 -3.485 3.813 0.000
H -0.307 1.973 1.624 0.010
H 2.774 -1.050 3.073 0.001
H -0.743 4.911 0.797 0.001
H 0.810 -2.573 -6.840 0.000
H 0.089 1.490 -6.768 0.000
H -0.711 -2.392 1.584 0.002
H 3.387 -3.967 -0.069 0.001
H -5.950 4.536 2.074 0.001
H -2.668 5.266 3.143 0.001
H -6.288 2.701 0.913 0.000
H 3.287 -0.677 1.455 0.001
H -1.856 4.100 4.178 -0.006
H -0.677 2.140 3.344 0.000
H 1.401 -3.403 -4.855 0.000
H 2.670 0.469 -5.109 0.000
H 2.407 -1.778 -7.206 0.000
H 1.227 -2.879 5.662 0.001
H 0.167 -1.246 -5.315 0.000
H 1.853 -1.812 -3.187 0.000
H 0.040 -0.175 -3.462 0.000
H -2.569 5.233 -0.875 0.002
H 3.135 -3.283 -5.354 0.000
H 0.010 -4.522 2.497 0.005
H -3.034 5.771 0.723 0.000
H 1.553 -1.703 4.432 0.001
H 4.363 -1.565 2.528 -0.009
H -0.932 5.197 3.158 0.000
H 4.728 -3.335 0.895 -0.002
H 1.383 -1.679 0.427 0.003
H 3.526 -1.516 -3.863 0.000
H -4.940 4.017 3.410 -0.009
H 2.562 -5.279 5.053 -0.001
H -4.428 5.323 2.326 0.001
H -1.028 -0.854 -8.502 0.000
H 3.804 -2.268 -0.160 0.001
H 0.318 3.338 2.524 0.000
H -1.220 3.436 -0.010 0.001
H 1.347 -5.972 3.969 0.000
```

Calculated values
- LUMO level (alpha / beta): -3.385 / -3.385 eV
- Highest occupied orbital energy (alpha / beta): -10.216 / -10.947 eV
- Charge: +1
- Spin multiplicity: 3

Record 2
The following is a DFT calculation (the ωB97M-V functional and the def2-TZVPD basis) of a molecular structure, C24H49ClN3O6S3 in a non-equilibrium geometry.

The geometry in XYZ format:
```
86
Properties=species:S:1:pos:R:3:mulliken_spin:R:1
Cl 8.186 4.764 1.142 0.000
S 2.141 -0.590 1.264 0.003
S 5.186 4.835 -0.696 0.000
S 3.675 2.517 -0.577 0.000
O 4.237 1.780 0.540 0.000
O 5.443 5.750 0.379 0.000
O -1.151 -0.493 -2.834 0.542
O 5.213 5.418 -2.018 0.000
O -1.297 0.376 2.640 0.541
O 4.063 2.005 -1.879 0.000
N -2.138 -0.043 3.512 0.403
N 3.794 4.087 -0.417 0.000
N -2.133 -0.817 -3.592 0.385
C -3.101 0.516 5.765 0.015
C 1.904 2.382 -0.493 0.000
C -4.590 -1.320 -3.578 0.014
C -1.495 2.019 4.676 -0.012
C 7.916 4.172 -0.526 0.000
C -2.522 -3.686 -3.692 -0.024
C -1.376 -3.011 -4.444 0.029
C -1.861 0.551 4.861 0.010
C -2.679 -1.463 -5.964 0.013
C -0.374 -0.889 -5.303 -0.008
C -1.657 -1.551 -4.813 0.009
C 2.188 -0.215 -0.513 -0.003
C -3.458 -0.602 -1.533 -0.016
C 8.912 3.038 -0.745 0.000
C -2.938 -2.865 -2.472 0.028
C -3.263 -1.408 -2.810 0.017
C -1.175 -2.241 4.117 0.027
C -0.697 -0.200 5.513 0.026
C -0.888 -1.716 5.523 -0.022
C -2.376 -1.915 1.951 -0.046
C 1.344 1.002 -0.859 0.002
C -3.686 -1.942 4.038 0.014
C -2.335 -1.523 3.422 0.029
C 6.518 3.627 -0.763 0.000
H -2.603 -0.659 -0.864 0.011
H 0.017 -2.192 5.905 0.001
H 6.346 2.770 -0.115 0.000
H 1.577 2.720 0.488 0.000
H -4.419 -1.140 3.959 -0.013
H -3.262 -0.545 -5.902 -0.011
H -1.146 -3.559 -5.361 0.001
H 0.222 0.039 4.970 0.004
H -0.542 0.165 -5.527 -0.002
H -3.607 -2.235 5.084 0.002
H -1.690 -1.997 6.213 0.000
H -4.330 -0.990 -1.004 0.001
H 3.410 -0.302 1.548 0.000
H 1.064 0.965 -1.911 -0.003
H -1.398 -3.310 4.146 0.002
H -3.812 -3.313 -1.992 0.000
H -2.205 -4.679 -3.369 0.001
H -2.128 -2.881 -1.737 0.005
H -3.638 0.450 -1.760 -0.002
H -1.433 -1.723 1.444 0.009
H 0.427 -0.959 -4.573 0.006
H -4.083 -2.802 3.499 0.002
H -0.275 -2.120 3.506 0.003
H -5.404 -1.591 -2.905 0.000
H 8.838 2.656 -1.764 0.000
H -3.367 -0.479 6.110 0.002
H 1.548 3.116 -1.213 0.000
H 6.485 3.278 -1.794 0.000
H 0.409 0.893 -0.303 0.007
H -3.164 -1.368 1.430 0.007
H -4.766 -0.301 -3.925 -0.009
H -0.571 0.175 6.532 0.002
H -0.051 -1.392 -6.216 0.000
H -0.570 2.139 4.118 0.003
H -0.478 -3.046 -3.820 0.004
H 9.923 3.362 -0.507 0.000
H 3.215 -0.130 -0.851 0.000
H -3.367 -2.307 -5.993 0.001
H -2.154 -1.451 -6.919 0.001
H -3.963 0.945 5.251 -0.011
H 8.140 4.974 -1.226 0.000
H -1.366 2.476 5.658 0.000
H -2.286 2.552 4.146 0.000
H -2.905 1.118 6.653 0.001
H -2.587 -2.983 1.877 -0.001
H -3.377 -3.844 -4.356 -0.001
H 8.665 2.220 -0.068 0.000
H -4.651 -1.988 -4.432 0.001
H 1.759 -1.086 -1.009 0.002
```

Calculated values
- LUMO level (alpha / beta): 2.032 / 2.020 eV
- Highest occupied orbital energy (alpha / beta): -5.241 / -5.241 eV
- Charge: -1
- Spin multiplicity: 3

Quick rundown of molar mass, same order as above: 552.56 607.33 g/mol